Computed, not measured: a structure of composition C48H56BF9N8PSi2Ta, with ωB97M-V with the def2-TZVPD basis set.

HOMO = -13.563 eV
frontier orbital gap = 7.027 eV
E_tot = -114332.2220 eV
total charge = +2
LUMO = -6.5 eV

Positions of all 126 atoms, in Å:
Ta1 -0.03 0.71 0.60
P1 0.06 -1.48 -1.12
Si1 3.37 0.26 0.96
Si2 -1.89 0.78 3.60
F1 -5.22 -5.07 -3.29
F2 4.94 -0.45 -5.67
F3 -5.63 -3.14 -4.24
F4 -6.23 -3.50 -2.17
F5 3.16 -0.07 -6.89
F6 3.89 -2.11 -6.62
F7 2.55 -7.23 1.41
F8 2.76 -5.84 3.09
F9 0.87 -6.88 2.76
N1 0.49 2.68 1.31
N2 -0.75 0.05 2.31
N3 -2.08 2.74 -0.30
N4 1.63 -0.09 1.34
N5 -0.78 1.39 -2.09
N6 0.07 3.74 0.55
N7 0.10 2.31 -1.49
N8 -2.08 1.50 0.29
C1 -0.08 6.22 0.64
C2 0.50 2.29 -3.69
C3 1.00 3.19 2.46
C4 -3.34 1.03 0.20
C5 0.30 4.88 1.19
C6 -4.13 1.97 -0.45
C7 -0.02 -3.27 0.94
C8 4.36 0.79 2.43
C9 1.44 -5.14 1.27
C10 1.56 -1.58 -4.96
C11 0.88 2.86 -2.53
C12 1.13 -1.33 -2.60
C13 0.35 -4.38 1.68
C14 1.90 -6.29 2.13
C15 0.65 -2.64 4.53
C16 1.74 -3.71 -0.64
C17 -3.65 4.29 -1.49
C18 1.96 -2.64 4.07
C19 0.09 -0.93 2.93
C20 -0.92 1.00 5.16
C21 1.82 4.00 -2.33
C22 -2.65 -1.35 -1.79
C23 4.22 -1.25 0.28
C24 2.42 -0.83 -2.45
C25 3.72 -0.92 -6.00
C26 3.33 1.65 -0.25
C27 0.91 4.58 2.40
C28 -3.86 -1.87 -2.24
C29 1.40 -0.96 2.44
C30 1.56 2.41 3.59
C31 -3.30 -0.38 3.97
C32 -1.43 0.71 -4.39
C33 -5.27 -3.74 -3.08
C34 -3.94 -3.21 -2.59
C35 2.33 -1.81 3.02
C36 -0.57 1.40 -3.38
C37 -3.30 3.03 -0.77
C38 3.27 -0.70 -3.53
C39 0.71 -1.71 -3.87
C40 2.13 -4.82 0.11
C41 -1.62 -3.51 -2.06
C42 -0.28 -1.78 3.96
C43 2.83 -1.07 -4.79
C44 -3.80 -0.27 0.76
C45 -1.53 -2.16 -1.71
C46 -2.49 2.48 3.22
C47 -2.82 -4.03 -2.51
C48 0.69 -2.92 -0.21
B1 -0.76 3.42 -0.70
H1 2.60 1.53 -1.05
H2 5.36 0.37 2.31
H3 -4.23 0.19 4.03
H4 -3.40 5.17 -0.89
H5 -1.30 -1.80 4.31
H6 -2.56 -0.31 -1.53
H7 -0.96 4.40 -1.36
H8 -2.30 0.24 -3.95
H9 -0.28 -2.12 -4.03
H10 -3.35 2.55 2.55
H11 3.35 -1.86 2.65
H12 4.28 -0.32 -3.40
H13 1.22 2.84 4.52
H14 -0.09 0.31 5.32
H15 -0.87 -0.03 -4.94
H16 -2.81 2.89 4.18
H17 0.35 -3.29 5.33
H18 1.23 5.27 3.16
H19 -0.88 -2.69 1.24
H20 1.23 -1.88 -5.95
H21 1.29 1.36 3.57
H22 -4.45 -0.10 1.62
H23 2.78 -0.56 -1.47
H24 0.37 6.39 -0.34
H25 -2.90 -5.07 -2.79
H26 -3.12 -0.82 4.95
H27 4.74 -1.77 1.09
H28 -4.71 4.30 -1.70
H29 3.97 0.44 3.38
H30 -4.39 -0.79 0.01
H31 -4.73 -1.24 -2.31
H32 4.48 1.88 2.48
H33 4.98 -0.94 -0.44
H34 4.32 1.73 -0.72
H35 -2.97 -0.91 1.06
H36 -3.10 4.36 -2.43
H37 -3.44 -1.19 3.26
H38 2.96 -5.43 -0.22
H39 -0.19 -4.66 2.57
H40 0.26 7.00 1.32
H41 2.38 4.16 -3.25
H42 -1.70 3.13 2.85
H43 -5.19 1.89 -0.65
H44 3.56 -1.96 -0.20
H45 -1.16 6.30 0.53
H46 0.88 2.52 -4.67
H47 -0.75 -4.16 -1.99
H48 1.26 4.91 -2.11
H49 -1.63 0.85 5.98
H50 2.26 -3.47 -1.56
H51 3.14 2.59 0.27
H52 2.64 2.49 3.59
H53 2.53 3.84 -1.52
H54 -0.55 2.02 5.26
H55 2.68 -3.31 4.51
H56 -1.78 1.45 -5.11